[1]
Below is H8Li2O20S4 as an isolated structure in a non-equilibrium geometry, with properties calculated with the ωB97M-V functional and the def2-TZVPD basis.

Positions of all 34 atoms, in Å:
Li: -6.51508 -13.94323 -3.10746
Li: -4.09172 -14.77893 -1.69184
S: -6.32936 -15.38468 -0.25871
O: -6.57031 -15.45003 -1.72286
O: -5.11878 -14.63215 -0.01886
O: -7.37807 -14.65810 0.42760
O: -6.25012 -16.74101 0.31481
S: -4.41594 -11.65996 -2.39577
O: -5.56047 -10.85369 -2.68033
O: -4.89437 -13.02208 -2.16366
O: -3.52889 -11.69997 -3.51496
O: -3.72920 -11.18626 -1.19200
S: -9.23593 -12.10687 -2.47464
O: -10.45240 -12.75560 -2.92281
O: -8.03446 -12.79648 -2.99955
O: -9.15174 -10.76734 -2.99521
O: -9.26480 -12.04819 -1.00384
S: -4.86524 -15.16796 -4.97464
O: -4.81398 -16.41542 -5.75673
O: -4.48033 -15.40358 -3.59866
O: -3.95822 -14.13564 -5.53593
O: -6.26553 -14.66576 -4.94566
O: -6.74315 -11.99018 -0.03235
H: -6.63566 -12.18854 -0.96258
H: -6.49591 -11.06885 0.04671
O: -8.51855 -14.95637 -5.94696
H: -9.21084 -14.97931 -5.28633
H: -7.70573 -14.93169 -5.44203
O: -9.26986 -15.62896 -1.63924
H: -8.34697 -15.38707 -1.71669
H: -9.56120 -15.20808 -0.83040
O: -7.61543 -11.87295 -5.50192
H: -7.70835 -12.36894 -4.68854
H: -6.93934 -12.34061 -5.99226

Its expectation value of S² is 0.76. The charge is -5. The HOMO-LUMO gap (alpha / beta) comes out at 2.9 / 2.9 eV. The value obtained for the calculated total energy is -84819.6725 eV. Its maximum force is 4.54 eV/A. As for the spin multiplicity: 2. As for the HOMO energy (alpha / beta): 6.82 / 6.83 eV. The LUMO energy (alpha / beta) comes out at 9.69 / 9.69 eV.

---

[2]
Below is a 2-piece molecular cluster, C2H3NO2S overall in a non-equilibrium geometry, with properties calculated with the ωB97M-V functional and the def2-TZVPD basis.

Positions of all 9 atoms, in Å:
C: -0.25244 0.71215 1.70362
C: 1.22280 -0.57742 -1.25856
N: -1.37471 1.17361 1.52442
O: 0.82490 0.45983 1.96989
O: -1.38361 -0.43687 -1.14973
S: -0.25276 -1.33364 -1.23141
H: 1.41716 0.39035 -1.12196
H: 2.01869 -1.34995 -1.44507
H: -2.22004 0.96195 1.00882

As for the energy above the lowest of the compared OMol25 structures with the same formula, charge and spin: 53.9 kcal per mole. The HOMO-LUMO gap comes out at 9.6 eV. The value obtained for the calculated total energy is -18541.1133 eV. Its maximum force is 6.54 eV/A. As for the HOMO energy: -9.98 eV. The LUMO energy comes out at -0.41 eV.

---

[3]
Below is an isolated ion of composition C4H3N2O4S and charge -1 in a non-equilibrium geometry, with properties calculated with the ωB97M-V functional and the def2-TZVPD basis.

Positions of all 14 atoms, in Å:
O: -2.00146 -2.23985 -0.04302
C: -1.18311 -0.70815 0.05424
C: 0.17798 -0.66464 -0.12082
N: 1.08850 -1.60772 -0.07638
C: 2.27435 -0.97199 -0.09077
C: 2.05269 0.37154 -0.00850
N: 0.75337 0.55999 -0.05225
S: -2.21820 0.82553 -0.01401
O: -1.29295 1.90041 0.48747
O: -3.38050 0.58170 0.80990
O: -2.46724 0.92466 -1.44426
H: 3.26104 -1.56218 -0.01255
H: 2.74236 1.14875 0.24985
H: 0.19317 1.44194 0.26110

As for the energy above the lowest of the compared OMol25 structures with the same formula, charge and spin: 81.2 kcal per mole. The charge is -1. As for the structure (SMILES): O=C(c1ncc[nH]1)S(=O)(=O)[O-]. The HOMO-LUMO gap (alpha / beta) comes out at 7.1 / 8.6 eV. The value obtained for the calculated total energy is -26199.4858 eV. Its maximum force is 8.78 eV/A. As for the HOMO energy (alpha / beta): -4.65 / -6.19 eV. The LUMO energy (alpha / beta) comes out at 2.43 / 2.39 eV.

---

[4]
Below is C30H25BrIrN3O5S3 as an isolated structure, with properties calculated with the ωB97M-V functional and the def2-TZVPD basis.

Positions of all 68 atoms, in Å:
Ir: -0.34432 1.29706 0.95999
O: -3.20020 2.74868 3.36980
C: -3.05537 1.47541 3.82303
C: -3.03470 1.30203 5.20317
C: -2.87407 0.04040 5.74477
C: -2.73927 -1.06678 4.91604
C: -2.77355 -0.89445 3.54388
C: -2.93002 0.36719 2.97490
C: -2.98235 0.55946 1.47729
O: -2.22663 1.70760 1.09926
N: -2.48276 -0.59983 0.75141
N: -1.05189 -0.62247 0.86963
C: -0.55532 -1.79631 0.79316
C: 0.84655 -2.17529 0.92805
Br: 1.78363 -1.47400 2.40930
C: 1.40574 -3.10856 0.15425
C: 0.77948 -3.73151 -1.01339
C: -0.13169 -3.05957 -1.82895
C: -0.70537 -3.70101 -2.91711
C: -0.36855 -5.01356 -3.20777
C: 0.55873 -5.68385 -2.41684
C: 1.13607 -5.04498 -1.33543
H: -2.97750 2.77327 2.42503
H: -3.14404 2.17737 5.82941
H: -2.85767 -0.08083 6.81977
H: -2.62561 -2.05672 5.33550
H: -2.70707 -1.75916 2.89618
H: -4.00713 0.72445 1.13373
H: -2.69198 -0.45279 -0.23396
H: -1.26669 -2.60449 0.63493
H: 2.40756 -3.43968 0.40489
H: -0.34375 -2.01102 -1.65921
H: -1.40176 -3.16648 -3.54998
H: -0.81405 -5.51184 -4.05844
H: 0.83137 -6.70476 -2.64840
H: 1.86092 -5.56545 -0.72104
S: 0.12505 1.51821 3.13491
C: 0.31612 3.18764 2.65008
N: 0.12961 3.26965 1.35638
C: 0.21523 4.56517 0.88094
C: 0.05849 4.99424 -0.43581
C: 0.17918 6.34246 -0.68471
C: 0.45406 7.25367 0.34574
C: 0.61352 6.83683 1.64995
C: 0.48991 5.47458 1.91110
S: 0.63035 4.66049 3.44680
H: -0.13655 4.28020 -1.22318
H: 0.06501 6.70839 -1.69568
H: 0.54391 8.30560 0.11219
H: 0.82575 7.54204 2.44142
C: 3.19473 -3.28865 -4.61083
C: 2.70536 -2.14700 -3.76719
C: 1.70219 -1.29566 -4.22498
C: 1.24506 -0.24563 -3.44779
C: 1.79386 -0.06117 -2.18601
C: 2.80880 -0.87903 -1.70793
C: 3.25445 -1.91761 -2.50661
S: 1.27152 1.30705 -1.23499
O: 1.81910 2.51069 -1.76081
O: -0.24228 1.28739 -1.18889
O: 1.62444 1.01508 0.20438
H: 2.55577 -3.44367 -5.47824
H: 3.21942 -4.21326 -4.03298
H: 4.20804 -3.09556 -4.96700
H: 1.27059 -1.46024 -5.20413
H: 0.46819 0.41475 -3.81219
H: 3.23283 -0.70618 -0.72751
H: 4.04154 -2.56798 -2.14327

As for the energy above the lowest of the compared OMol25 structures with the same formula, charge and spin: 0.4 kcal per mole. Its expectation value of S² is 0.76. The charge is +1. The HOMO-LUMO gap (alpha / beta) comes out at 7.5 / 5.2 eV. The value obtained for the calculated total energy is -151604.8266 eV. Its maximum force is 0.26 eV/A. As for the spin multiplicity: 2. As for the HOMO energy (alpha / beta): -10.88 / -10.90 eV. The LUMO energy (alpha / beta) comes out at -3.43 / -5.68 eV.

---

[5]
Below is the molecule I2O2S in a non-equilibrium geometry, with properties calculated with the ωB97M-V functional and the def2-TZVPD basis.

Positions of all 5 atoms, in Å:
O: 0.22406 1.03254 1.17152
S: 0.15524 0.25012 0.00007
O: 0.19727 0.90868 -1.24663
I: -2.65042 -0.63381 0.06678
I: 2.07385 -1.55752 0.00827

As for the energy above the lowest of the compared OMol25 structures with the same formula, charge and spin: 44.0 kcal per mole. As for the structure (SMILES): O=S(=O)(I)I. The HOMO-LUMO gap comes out at 6.0 eV. The value obtained for the calculated total energy is -31129.4608 eV. Its maximum force is 1.91 eV/A. As for the HOMO energy: -10.27 eV. The LUMO energy comes out at -4.27 eV.

---

[6]
Below is a 8-piece molecular cluster, C29H81N9O8 overall in a non-equilibrium geometry, with properties calculated with the ωB97M-V functional and the def2-TZVPD basis.

Positions of all 127 atoms, in Å:
C: -0.11284 2.36177 -5.45269
O: -0.38874 2.63619 -6.57672
N: -0.67062 3.03406 -4.46370
N: 0.79720 1.48940 -5.12080
H: -1.47363 3.61537 -4.65693
H: -0.42479 2.81837 -3.50811
H: 0.98311 1.30370 -4.14558
H: 1.40853 1.17165 -5.85932
C: -2.33507 -4.15727 2.62001
C: -3.14584 -4.40791 3.93922
C: -2.41256 -5.33525 4.88975
O: -1.95453 -6.66986 4.37610
C: -2.90356 -7.54905 3.96671
N: -3.39485 -3.11885 4.62703
H: -1.33408 -3.72672 2.64719
H: -2.81559 -3.47414 1.91963
H: -2.16873 -5.03288 1.99251
H: -4.06571 -4.97607 3.80091
H: -3.04156 -5.45558 5.77178
H: -1.48621 -4.86845 5.22450
H: -2.46040 -8.45718 3.55804
H: -3.58746 -7.26500 3.16690
H: -3.55310 -7.77478 4.81243
H: -4.06272 -3.20015 5.38032
H: -2.56843 -2.87742 5.15508
C: 4.27085 2.09266 -3.71091
C: 3.46187 3.40093 -3.83369
C: 3.82348 4.42247 -2.71832
O: 3.33010 3.95530 -1.47292
C: 3.76751 4.82462 -0.38498
N: 3.81605 3.96954 -5.11316
H: 4.16599 1.72940 -2.68859
H: 5.33441 2.26561 -3.87533
H: 3.95335 1.39950 -4.48990
H: 2.41041 3.11398 -3.84765
H: 3.29667 5.35260 -2.93142
H: 4.89343 4.61031 -2.62875
H: 3.60607 4.43358 0.61957
H: 3.23320 5.77458 -0.39914
H: 4.82759 5.06395 -0.46890
H: 4.82352 4.03822 -5.13312
H: 3.44780 4.89843 -5.26031
C: 1.68560 1.72141 0.41306
C: 1.08911 1.01244 -0.79627
C: -0.29197 0.24326 -0.75207
O: -0.44618 -0.77600 0.21472
C: -0.71792 -0.29944 1.53284
N: 0.94747 2.09439 -1.76517
H: 2.68254 2.08524 0.16439
H: 1.67607 1.17014 1.35333
H: 1.26604 2.72437 0.49151
H: 1.83830 0.30010 -1.14181
H: -0.36267 -0.23966 -1.72669
H: -1.04796 1.02839 -0.73925
H: -1.35895 -1.02139 2.03877
H: -1.33579 0.59248 1.42880
H: 0.17679 -0.11142 2.12634
H: 0.38217 2.85649 -1.41913
H: 1.86490 2.50455 -1.86617
C: 2.68114 6.56508 5.83084
C: 2.85448 5.32083 4.95251
C: 1.91297 5.27351 3.76251
O: 2.00075 3.97398 3.15374
C: 0.91616 3.13226 3.53523
N: 4.26831 5.24422 4.56469
H: 2.87150 7.52825 5.35738
H: 3.31113 6.53130 6.71970
H: 1.69245 6.80324 6.22311
H: 2.61475 4.48992 5.61600
H: 2.13482 6.07459 3.05741
H: 0.89981 5.53963 4.06382
H: 0.21224 3.46244 4.29915
H: 1.27451 2.16564 3.88927
H: 0.25378 3.01798 2.67715
H: 4.27977 4.68288 3.72513
H: 4.49610 6.14563 4.17012
C: -3.98074 1.11723 3.22276
C: -4.99452 0.08421 2.81171
C: -4.56999 -0.73008 1.60635
O: -4.23205 0.27080 0.63609
C: -3.72167 -0.19470 -0.60593
N: -5.30286 -0.80370 3.96886
H: -3.18859 0.77878 3.89063
H: -4.47232 2.03081 3.55717
H: -3.35980 1.36114 2.36077
H: -5.91210 0.49500 2.39052
H: -5.41739 -1.28656 1.20591
H: -3.67323 -1.32919 1.76441
H: -2.94688 -0.93503 -0.40658
H: -3.25696 0.64681 -1.11974
H: -4.46707 -0.55011 -1.31737
H: -4.49387 -1.39969 4.07105
H: -6.09321 -1.39772 3.76248
C: 0.66984 -4.58067 -0.62549
C: 2.15742 -4.23677 -0.89683
C: 2.54973 -2.77106 -0.80610
O: 3.94360 -2.72279 -1.22373
C: 4.41352 -1.39253 -1.41870
N: 2.91644 -5.00294 0.08035
H: 0.17607 -4.37886 0.32507
H: 0.51004 -5.63954 -0.82888
H: 0.11921 -4.13543 -1.45414
H: 2.32254 -4.68458 -1.87678
H: 2.30553 -2.50262 0.22171
H: 1.85653 -2.21654 -1.43862
H: 4.06615 -0.92584 -2.34046
H: 5.49944 -1.44113 -1.49947
H: 4.08475 -0.72647 -0.62097
H: 3.87228 -4.89422 -0.22729
H: 2.91752 -4.65582 1.02883
C: -0.43257 -1.59504 -4.67958
C: -1.93188 -1.55798 -4.32352
C: -2.48298 -2.75210 -3.42875
O: -2.59044 -4.01444 -4.05780
C: -3.65937 -4.17071 -5.00780
N: -2.18624 -0.26264 -3.64893
H: -0.10763 -2.60342 -4.93587
H: 0.24669 -1.43007 -3.84322
H: -0.24747 -0.88053 -5.48165
H: -2.61132 -1.56592 -5.17581
H: -3.43920 -2.36886 -3.07256
H: -1.87629 -2.83942 -2.52742
H: -3.22650 -3.60255 -5.83116
H: -4.64509 -3.81749 -4.70498
H: -3.73090 -5.20697 -5.33817
H: -1.71547 0.40520 -4.24262
H: -1.67328 -0.25408 -2.77892

As for the energy above the lowest of the compared OMol25 structures with the same formula, charge and spin: 0.0 kcal per mole. Its expectation value of S² is 0.75. The charge is -1. The HOMO-LUMO gap (alpha / beta) comes out at 1.5 / 9.4 eV. The value obtained for the calculated total energy is -61171.3806 eV. Its maximum force is 3.95 eV/A. As for the spin multiplicity: 2. As for the HOMO energy (alpha / beta): 0.62 / -7.28 eV. The LUMO energy (alpha / beta) comes out at 2.12 / 2.08 eV.

---

[7]
Below is the molecule C6H4ClFN2 in a non-equilibrium geometry, with properties calculated with the ωB97M-V functional and the def2-TZVPD basis.

Positions of all 14 atoms, in Å:
N: -3.31596 1.03688 0.52643
C: -2.20426 0.75493 0.72335
C: -0.78239 0.31721 0.90695
Cl: -0.64592 -0.06538 2.73205
C: -0.67905 -1.01810 0.10643
C: 0.24785 -1.07197 -0.79455
F: 0.42276 -2.08306 -1.61837
C: 1.46559 -0.20298 -0.81675
C: 1.08670 1.15718 -0.26771
N: 0.13463 1.33339 0.57388
H: -1.53444 -1.63805 0.20450
H: 2.00930 -0.03333 -1.82654
H: 2.10706 -0.67043 -0.12503
H: 1.68814 2.18372 -0.32464

As for the energy above the lowest of the compared OMol25 structures with the same formula, charge and spin: 0.0 kcal per mole. As for the structure (SMILES): N#C[C@@]1(Cl)C=C(F)CC=N1. The HOMO-LUMO gap comes out at 10.5 eV. The value obtained for the calculated total energy is -24504.5770 eV. Its maximum force is 3.24 eV/A. As for the HOMO energy: -10.61 eV. The LUMO energy comes out at -0.12 eV.

---

[8]
Below is C16H23Br28O2P as an isolated structure in a non-equilibrium geometry, with properties calculated with the ωB97M-V functional and the def2-TZVPD basis.

Positions of all 70 atoms, in Å:
C: -5.66966 -3.31401 -4.78399
C: -4.78265 -3.22516 -3.57601
O: -4.98513 -3.87414 -2.56475
O: -3.74255 -2.35795 -3.71704
C: -2.45558 -2.98282 -3.65114
C: -1.92370 -3.25052 -2.24136
C: -2.60732 -2.43988 -1.14395
C: -1.67173 -1.96029 -0.03961
C: -2.52978 -1.40131 1.11983
P: -2.90602 -2.53275 2.49921
Br: -0.88324 -3.33296 3.05865
H: -6.62944 -3.69136 -4.46441
H: -5.22833 -4.03765 -5.45983
H: -5.81476 -2.35674 -5.26279
H: -2.45111 -3.87463 -4.26764
H: -1.77635 -2.29116 -4.13399
H: -0.84971 -3.09714 -2.22954
H: -2.06647 -4.30148 -2.00862
H: -3.35685 -3.07622 -0.68751
H: -3.12118 -1.56785 -1.52938
H: -1.10250 -1.12429 -0.42313
H: -0.98347 -2.72900 0.30278
H: -3.51308 -1.17758 0.70889
H: -2.13521 -0.47612 1.51849
H: -3.45257 -3.63492 1.80179
C: 1.82331 -1.00738 4.63644
Br: 1.91671 0.29652 3.21961
Br: 3.56325 -1.68892 5.08637
Br: 0.90747 -0.30367 6.16915
H: 1.23508 -1.83356 4.26352
C: -0.69921 -7.18690 -3.80200
Br: 0.54244 -5.92079 -4.54973
Br: -0.49298 -7.33833 -1.89891
Br: -2.51291 -6.76003 -4.27672
H: -0.47417 -8.15124 -4.23049
C: -0.30460 2.03941 9.66828
Br: 0.02619 0.32674 10.48081
Br: -2.17145 2.27216 9.24494
Br: 0.36150 3.48488 10.74478
H: 0.24053 2.06090 8.73752
C: 1.49148 3.89102 5.63938
Br: 2.94190 3.33774 6.77581
Br: -0.21130 3.43599 6.42280
Br: 1.59883 5.76005 5.18615
H: 1.58040 3.33283 4.71893
C: 2.96807 7.78771 1.60361
Br: 3.10438 8.93289 0.06512
Br: 4.62960 6.90236 2.00231
Br: 2.30591 8.72412 3.14354
H: 2.24991 7.01810 1.36521
C: 2.35703 -2.27005 0.44833
Br: 1.80390 -0.85230 -0.72149
Br: 1.47130 -3.91109 -0.00162
Br: 4.26974 -2.46827 0.48132
H: 2.04924 -2.00427 1.44800
C: 6.46951 3.31177 0.44472
Br: 5.15090 2.49194 1.58367
Br: 7.57783 1.99681 -0.41644
Br: 5.65693 4.50018 -0.83073
H: 7.11115 3.90773 1.07543
C: 0.66628 2.57879 -2.63229
Br: 0.06853 3.96667 -3.82081
Br: -0.14239 0.88999 -3.05267
Br: 2.57817 2.44590 -2.59889
H: 0.34533 2.84635 -1.63721
C: 0.40723 4.20395 -7.76000
Br: 1.79973 2.98878 -7.22653
Br: 0.62626 5.93614 -6.94660
Br: 0.27891 4.33723 -9.67448
H: -0.52754 3.79908 -7.40308

The HOMO-LUMO gap comes out at 8.7 eV. The value obtained for the calculated total energy is -1991535.9474 eV. Its maximum force is 1.56 eV/A. As for the HOMO energy: -9.09 eV. The LUMO energy comes out at -0.35 eV.